{
  "formula": "C23H19MoN5O8",
  "method": "the ωB97M-V functional and the def2-TZVPD basis",
  "multiplicity": 1,
  "charge": 0,
  "homo_lumo_gap_ev": [6.55, 6.55],
  "e_above_lowest_kj_mol": 33.0,
  "symbols": ["Mo", "O", "C", "C", "C", "C", "C", "C", "C", "O", "N", "N", "C", "C", "C", "C", "C", "C", "N", "H", "H", "H", "H", "H", "H", "H", "H", "H", "H", "O", "C", "O", "C", "C", "C", "C", "C", "N", "C", "O", "O", "H", "H", "H", "N", "C", "C", "C", "O", "O", "H", "H", "H", "H", "H", "H"],
  "positions_angstrom": [[-0.47391, 0.16712, -0.65718], [2.53911, -3.67787, 1.87803], [1.40804, -3.60699, 2.59859], [1.38013, -4.29729, 3.81167], [0.25321, -4.26989, 4.60454], [-0.87932, -3.55614, 4.21344], [-0.85796, -2.87188, 3.01870], [0.27344, -2.88250, 2.19572], [0.24038, -2.11639, 0.94658], [-0.80962, -1.43334, 0.64659], [1.28329, -2.12602, 0.14273], [1.01845, -1.30030, -0.90704], [1.63707, -1.47457, -2.02655], [1.08919, -0.71593, -3.10572], [1.57168, -0.71968, -4.41415], [0.89332, -0.00354, -5.37319], [-0.25521, 0.69743, -5.00901], [-0.67447, 0.67132, -3.69930], [-0.01896, -0.02649, -2.75830], [2.42164, -3.14469, 1.06340], [2.26523, -4.84531, 4.10448], [0.25265, -4.81114, 5.54222], [-1.76042, -3.53864, 4.83947], [-1.71957, -2.30757, 2.68794], [2.40820, -2.22547, -2.13253], [2.46149, -1.28649, -4.65034], [1.24350, 0.00928, -6.39647], [-0.82393, 1.26039, -5.73454], [-1.55372, 1.20129, -3.36685], [-4.51345, 0.44663, -1.15046], [-3.38969, 0.44060, -0.72644], [-2.33604, -0.04221, -1.37509], [-3.02775, 1.00471, 0.62430], [-3.88989, 1.49030, 1.58567], [-3.33908, 1.93008, 2.78583], [-1.96905, 1.86453, 3.00234], [-1.17592, 1.36964, 1.98502], [-1.72437, 0.98239, 0.84681], [0.32427, 1.20274, 2.00110], [0.99486, 1.56081, 2.93491], [0.78758, 0.67458, 0.88604], [-4.95196, 1.51264, 1.38940], [-3.98675, 2.31903, 3.56030], [-1.50526, 2.18341, 3.92453], [2.50293, 1.52827, -1.43177], [2.22803, 2.89811, -1.86998], [1.35684, 3.65980, -0.88538], [-0.02590, 3.10010, -0.61105], [-0.77538, 3.62533, 0.17887], [-0.33741, 2.04580, -1.35089], [2.70067, 1.49084, -0.43735], [3.31504, 1.16303, -1.91391], [1.72361, 2.84881, -2.83910], [3.14146, 3.48884, -2.01297], [1.21007, 4.68016, -1.24925], [1.84962, 3.76237, 0.08557]],
  "forces_ev_per_a": [[0.1, 0.7, -0.2], [0.0, 0.0, 0.0], [0.0, 0.0, 0.0], [0.0, 0.0, 0.0], [0.0, 0.0, 0.0], [0.0, 0.0, 0.0], [0.0, 0.0, 0.0], [0.0, 0.0, 0.0], [0.1, -0.1, 0.0], [0.0, 0.0, -0.1], [0.0, 0.0, 0.0], [-0.2, 0.1, 0.2], [0.0, 0.0, -0.1], [0.0, -0.1, 0.0], [0.0, 0.0, 0.0], [0.1, 0.0, 0.0], [-0.1, 0.0, 0.0], [0.0, 0.0, -0.1], [-0.1, -0.1, 0.2], [0.0, 0.0, 0.0], [0.0, 0.0, 0.0], [0.0, 0.0, 0.0], [0.0, 0.0, 0.0], [0.0, 0.0, 0.0], [0.0, 0.0, 0.0], [0.0, 0.0, 0.0], [0.0, 0.0, 0.0], [0.0, 0.0, 0.0], [0.0, 0.0, 0.0], [0.1, 0.0, 0.0], [-0.1, 0.1, -0.1], [0.2, -0.2, 0.2], [0.0, 0.0, 0.1], [0.0, 0.0, 0.0], [0.0, 0.0, 0.0], [0.0, 0.0, 0.0], [-0.1, 0.0, 0.1], [0.2, -0.2, -0.2], [0.0, 0.3, 0.0], [0.0, -0.1, 0.0], [-0.1, -0.3, 0.0], [0.0, 0.0, 0.0], [0.0, 0.0, 0.0], [0.0, 0.0, 0.0], [0.1, 0.0, 0.0], [0.0, 0.0, 0.0], [0.0, 0.0, 0.0], [-0.1, 0.2, -0.1], [0.0, -0.1, 0.0], [-0.1, -0.4, 0.0], [0.0, 0.0, 0.0], [0.0, 0.0, 0.0], [0.0, 0.0, 0.0], [0.0, 0.0, 0.0], [0.0, 0.0, 0.0], [0.0, 0.0, 0.0]],
  "nbo_charge": [1.62, -0.67, 0.36, -0.28, -0.16, -0.27, -0.15, -0.18, 0.61, -0.66, -0.44, -0.20, 0.02, 0.16, -0.22, -0.16, -0.25, 0.09, -0.41, 0.51, 0.23, 0.21, 0.22, 0.23, 0.22, 0.23, 0.23, 0.23, 0.24, -0.55, 0.77, -0.66, 0.11, -0.18, -0.14, -0.18, 0.14, -0.38, 0.76, -0.57, -0.70, 0.25, 0.23, 0.25, -0.85, -0.21, -0.53, 0.82, -0.61, -0.71, 0.38, 0.36, 0.19, 0.18, 0.24, 0.24]
}